Record 1
This record from the OMol25 dataset describes C35H43ClLaP2Si2 as an isolated structure. The level of theory is ωB97M-V/def2-TZVPD.

Summary:
**Charge**: +1
**Molecular weight**: 756.21 g/mol
**Highest occupied orbital energy (alpha / beta)**: -9.73 / -9.89 eV

Each line ends with the Löwdin charge.
Atoms and positions in Å:
C 2.852926 -3.888163 -1.158698  -0.3038
C 2.070526 -3.227731 -2.163633  -0.2487
C 2.729992 -2.008421 -2.491024  -0.2130
H 1.140104 -3.589176 -2.606929  0.1068
C 3.895366 -1.892548 -1.674259  -0.2234
C 3.967790 -3.047364 -0.835598  -0.2514
H 4.724052 -3.253440 -0.069261  0.1114
H 2.639239 -4.876353 -0.744686  0.0740
H 2.430388 -1.304939 -3.270471  0.1120
H 4.629823 -1.087463 -1.707924  0.1107
La 1.808609 -1.819008 0.111892  1.5433
Si -0.057801 3.378243 -1.162538  0.8047
C -1.901029 4.064853 -1.036818  -0.2837
C -2.353787 4.820081 0.069878  -0.1191
H -1.710945 4.962979 0.950841  0.1069
C -3.653979 5.362210 0.125206  -0.0799
H -3.986306 5.890219 1.020881  0.1062
C -4.545850 5.203643 -0.935001  -0.0844
H -5.566454 5.603748 -0.882752  0.1121
C -4.087701 4.529931 -2.065461  -0.0935
H -4.775604 4.396702 -2.902028  0.1066
C -2.792722 3.990526 -2.126415  -0.1126
H -2.497218 3.443003 -3.025078  0.1021
C 0.756754 4.860416 -0.330206  -0.2852
C 0.558978 6.193163 -0.769780  -0.0927
H -0.172829 6.400690 -1.551839  0.1079
C 1.228720 7.282277 -0.194394  -0.0748
H 1.091277 8.299222 -0.578573  0.1093
C 2.079834 7.085026 0.901366  -0.0811
H 2.631343 7.921426 1.345271  0.1090
C 2.186886 5.797231 1.432145  -0.0810
H 2.792872 5.634142 2.326985  0.1044
C 1.519630 4.720563 0.831324  -0.1005
H 1.553887 3.755563 1.327345  0.0719
H 0.198449 3.462671 -2.586313  0.0130
Si -1.990620 1.363032 1.142476  0.8543
C -0.110066 1.423114 0.658775  -0.3648
C 0.500927 1.572472 -0.739878  -0.3654
H -0.037933 1.116818 -1.589809  0.0809
C 1.939232 1.192243 -0.879317  -0.1323
H 2.340255 1.050551 -1.880001  0.1112
C 2.775879 0.979826 0.201865  -0.2150
H 3.836485 0.706800 0.085256  0.1165
C 2.239825 1.164360 1.497257  -0.1471
H 2.903357 1.117982 2.367708  0.1166
C 0.859728 1.395417 1.679636  -0.2266
H 0.504612 1.475773 2.714394  0.1109
C -2.820345 0.771145 -0.403533  -0.3566
C -2.219831 -0.070937 -1.360337  -0.1356
H -1.169349 -0.353172 -1.263081  0.0684
C -2.940019 -0.572602 -2.451489  -0.0905
H -2.452605 -1.272645 -3.135865  0.1063
C -4.263146 -0.176126 -2.655506  -0.0707
H -4.844306 -0.605627 -3.468958  0.1071
C -4.813756 0.800120 -1.810773  -0.0718
H -5.792567 1.219166 -2.042095  0.1091
C -4.115891 1.249829 -0.685731  -0.1135
H -4.559694 1.997582 -0.021401  0.1023
H -2.334083 0.300303 2.057480  -0.0649
Cl -0.095560 -1.569386 2.021549  -0.0681
C -2.005189 -3.626421 -0.224723  -0.2642
P -0.329826 -4.203812 0.230351  0.7357
C -0.228072 -5.796249 -0.648193  -0.2615
C -0.666336 -4.871254 1.956956  -0.4031
C 0.550107 -4.796417 2.890439  -0.4045
P 2.082135 -4.109021 2.097272  0.7017
C 2.961228 -3.424632 3.530612  -0.2746
C 2.987575 -5.670279 1.870420  -0.2614
H -2.560935 -3.347440 0.675856  0.0463
H -2.525853 -4.432537 -0.752301  0.0445
H -1.947234 -2.746356 -0.875139  0.0063
H 0.668865 -5.818352 -1.266988  0.0203
H -0.192921 -6.638795 0.046776  0.0444
H -1.103664 -5.906866 -1.291580  0.0438
H -1.502790 -4.279801 2.360599  0.0672
H -1.010122 -5.911080 1.826935  0.0805
H 0.326389 -4.155763 3.755065  0.0751
H 0.812559 -5.800588 3.256372  0.0868
H 3.326313 -4.252997 4.143154  0.0483
H 3.815101 -2.832578 3.186622  0.0396
H 2.297644 -2.783321 4.115304  0.0446
H 3.365466 -5.984736 2.848562  0.0513
H 2.326255 -6.442054 1.464880  0.0519
H 3.827551 -5.508613 1.190669  0.0370

Forces on the atoms, in the same order (eV/Å):
0.2104 0.1914 -0.6198
0.8623 -0.1215 0.1169
0.2936 -0.1527 0.2340
0.4191 0.0312 0.1048
-0.0852 -0.5034 -0.0511
-0.2013 -0.2453 -0.7243
-0.2317 0.0429 -0.4729
0.1305 0.5107 -0.1261
0.0501 -0.2390 0.3337
-0.2796 -0.2373 0.0008
-1.4837 0.1391 0.9098
-1.1104 2.5210 -0.2311
-0.1804 -0.3074 -0.0462
-0.2621 -0.2816 0.3649
-0.2116 -0.0698 -0.4841
0.3076 -0.1784 0.0835
0.2452 -0.1088 -0.2192
0.4793 -0.1042 0.0048
0.5191 -0.1967 -0.0465
0.0291 -0.1231 -0.2042
0.3241 0.0280 0.0886
-0.1525 -0.3146 0.2247
-0.1008 0.1649 0.2071
0.5229 0.4136 0.7860
0.0537 0.0133 -0.1807
0.3258 -0.1138 -0.0481
-0.0041 -0.2857 0.1395
-0.0865 -0.5048 0.0564
-0.1131 -0.4308 -0.1351
-0.2912 -0.3601 -0.1807
-0.0300 0.2251 -0.0135
-0.2255 -0.0053 -0.2774
0.2939 0.1662 0.2307
0.3066 0.0591 -0.1568
0.2050 -0.0906 -0.6900
1.7856 0.0835 -1.4927
0.3938 -0.4292 0.4401
-0.7759 0.1284 0.6236
-0.1220 0.0391 0.5105
0.6873 -0.2178 0.3833
-0.1337 0.2102 0.0325
-0.5811 0.5248 -0.7754
-0.5288 0.2092 -0.1553
-0.3307 0.0841 0.7596
-0.3547 0.0003 -0.2981
-0.1983 -0.1345 0.3265
0.1799 -0.1535 -0.3612
-0.5381 0.4844 -1.1426
-0.4573 -0.0945 0.0262
-0.3752 -0.1743 0.1649
0.0740 0.0887 0.2429
-0.2257 0.2125 0.1692
0.2345 0.3811 0.3730
0.1303 0.2413 0.0911
0.0261 -0.1858 0.0023
0.1443 -0.2064 0.1477
0.1617 -0.4099 -0.3036
0.0199 -0.2473 -0.2730
0.1877 -0.1439 1.0102
-0.2085 -0.1990 0.4430
-0.2081 0.1192 -0.2184
-0.5064 0.0515 0.7793
0.2759 -0.2407 -0.5413
-0.2099 0.3150 -0.3366
0.0754 0.1419 0.2233
-0.4083 -0.1125 0.5736
0.2289 0.0697 0.2173
0.3735 0.0210 -0.2846
0.0826 0.0253 -0.2323
-0.1002 0.2599 0.1387
-0.1268 -0.2160 0.1180
-0.0622 -0.1924 -0.1361
0.0216 0.1023 -0.1485
0.1776 -0.1553 -0.0116
0.3836 -0.2521 -0.0812
0.0502 0.4674 0.1524
0.0546 -0.2367 -0.2482
-0.0600 0.3585 0.0610
0.0040 0.2568 0.1608
0.0110 -0.0709 0.1726
0.0871 -0.0227 -0.0886
-0.0656 -0.1583 -0.2331
0.1665 0.0983 -0.0381
0.0310 -0.2518 0.0787

Record 2
This record from the OMol25 dataset describes an isolated ion of composition C5H11N5 and charge +2. The level of theory is ωB97M-V/def2-TZVPD.

Summary:
**Charge**: +2
**Structure (SMILES)**: C=CN1CNC(=[NH2+])NC1=[NH2+]
**Molecular weight**: 141.18 g/mol
**Highest occupied orbital energy**: -16.96 eV

Each line ends with the natural charge from an NBO analysis.
Atoms and positions in Å:
C -3.100039 0.202436 0.267975  -0.3935
C -2.195173 0.683755 -0.513459  -0.0633
N -0.798137 0.464529 -0.261648  -0.4484
C 0.095822 1.572518 0.177191  -0.0541
N 1.513565 1.217468 0.023098  -0.5191
C 2.007271 -0.002243 -0.086806  0.7009
N 3.323222 -0.206681 -0.047347  -0.7395
N 1.143470 -1.097574 -0.146062  -0.5857
C -0.162236 -1.095247 -0.053106  0.7488
N -0.945208 -2.085504 0.125686  -0.6868
H -4.118254 0.398965 -0.148610  0.2558
H -3.081346 -0.230279 1.258587  0.2376
H -2.483974 1.401321 -1.299526  0.2538
H -0.240322 1.886291 1.195748  0.2452
H -0.024076 2.384684 -0.663266  0.2580
H 2.256305 2.044129 0.112107  0.4805
H 4.065316 0.501170 0.207611  0.4690
H 3.830113 -1.042042 -0.364628  0.4602
H 1.468654 -1.996542 0.139341  0.4460
H -2.036661 -2.054432 -0.010490  0.5075
H -0.518318 -2.946719 0.087604  0.4271

Forces on the atoms, in the same order (eV/Å):
-3.8512 -0.0952 0.2989
2.1880 0.8187 -0.3125
3.3438 -4.5836 0.3208
-1.5339 0.6690 -2.2176
1.9741 1.1617 0.7309
0.6758 1.0694 0.6731
1.4250 -0.0289 -0.0405
1.3769 -0.6616 0.3543
-4.8860 8.5720 -0.9752
-3.0012 1.2584 -0.6355
0.6609 -0.2545 0.8591
0.5369 -0.3817 -0.1497
0.6862 -0.7494 -0.0846
0.9402 0.1125 -0.7120
-0.2326 -1.0590 2.0614
-2.2903 -2.3224 -0.3784
-1.7806 -0.4996 -0.3474
-1.0185 0.0481 0.1068
1.4520 -0.5791 -0.0094
2.6669 0.3988 0.4512
0.6676 -2.8935 0.0065

Record 3
This record from the OMol25 dataset describes a 2-piece molecular cluster, C6H11O2 overall. The level of theory is ωB97M-V/def2-TZVPD.

Summary:
**Charge**: -1
**Molecular weight**: 115.15 g/mol
**Highest occupied orbital energy**: -4.03 eV

Each line ends with the natural charge from an NBO analysis.
Atoms and positions in Å:
C 0.860124 0.476916 1.712878  -0.1728
C 0.696647 -0.756850 1.267123  -0.1968
C 1.762332 -1.816709 1.363070  -0.6299
C -0.143055 1.587012 1.608747  -0.6514
H 1.825405 0.753004 2.143874  0.1555
H -0.233617 -1.034880 0.779370  0.2358
H 1.475803 -2.606475 2.063393  0.1924
H 1.945351 -2.279033 0.390330  0.2045
H 2.699658 -1.370627 1.703794  0.1911
H -1.104771 1.198616 1.276429  0.2517
H 0.194737 2.302447 0.858635  0.2326
H -0.268263 2.072843 2.582693  0.1730
O -1.892049 -0.094492 -0.812177  -0.8098
C -1.140177 0.390372 -1.696596  0.7613
O -0.094432 1.059339 -1.539238  -0.7856
C -1.563543 0.103789 -3.153299  -0.7312
H -1.038139 0.739006 -3.868190  0.1910
H -1.342928 -0.945822 -3.367131  0.1963
H -2.639075 0.221539 -3.313711  0.1923

Forces on the atoms, in the same order (eV/Å):
0.0651 0.3049 0.0389
0.0814 -0.3749 0.0480
-0.0560 0.2933 -0.0282
-0.0409 -0.3664 0.0984
0.0032 -0.0875 0.0184
-0.0629 0.1493 -0.0141
0.0267 -0.0595 -0.0397
-0.0298 -0.0374 0.0051
0.0326 -0.0928 0.0603
0.0330 0.0150 -0.1345
-0.0680 0.1172 0.0440
0.0505 0.1420 -0.0653
0.1011 -0.0084 -0.0594
-0.1349 0.1808 0.1304
-0.1002 -0.0700 -0.0663
-0.1241 -0.0950 -0.2759
0.1225 -0.0610 0.0685
0.0868 0.0126 -0.0653
0.0140 0.0377 0.2365

So what do the calculations give for energy above the lowest of the compared OMol25 structures with the same formula, charge and spin? Going down the list: 275.8 227.1 62.6 kJ/mol.